w:
Here is a cluster of 3 separate species, C2H9NO2 in total from the OMol25 dataset. Energies are from ωB97M-V/def2-TZVPD.

Last column: natural (NBO) charge in e.
Atoms and positions in Å:
C 0.1694 -0.7177 1.1674  -0.5879
C -2.1872 -0.6308 0.6417  0.0071
N -1.0322 -0.1772 0.5139  0.0036
H 0.9498 -1.1920 0.3881  0.3429
H 0.1461 -1.5148 1.9592  0.3037
H 0.8757 0.0910 1.6466  0.2782
H -3.0879 -0.1282 0.1925  0.2806
H -2.5315 -1.5396 1.0299  0.2785
H 2.5281 0.1066 -0.3091  0.4728
H 1.5236 -0.1144 -1.4890  0.4946
O 2.1058 -0.5953 -0.8796  -0.9279
H -0.4953 1.6724 -0.4813  0.4613
H 1.0101 1.9743 -0.7445  0.4716
O 0.1958 1.8423 -1.2010  -0.8791

Calculated values
**Spin multiplicity**: 2
**Charge**: +1
**Molar mass**: 79.10 g/mol
**Expectation value of S²**: 0.76
**Orbital gap (spin up / spin down)**: 9.8 / 5.6 eV
**E_HOMO (spin up / spin down)**: -15.22 / -15.19 eV



x:
Here is a cluster of 2 separate species, C2H9NO2 in total from the OMol25 dataset. Energies are from ωB97M-V/def2-TZVPD.

Last column: natural (NBO) charge in e.
Atoms and positions in Å:
C -0.9166 1.6360 -0.8089  -0.4717
N -0.3436 1.1645 0.4411  -0.1195
C 0.0343 -0.2136 0.6207  0.0150
O -1.0141 -1.1301 0.5114  -0.6768
H -1.7243 0.9835 -1.0803  0.2577
H -0.1095 1.6455 -1.5544  0.2875
H -1.1843 2.6825 -0.6742  0.2681
H 0.4352 1.7834 0.7213  0.4175
H 0.6696 -0.4887 -0.2394  0.2801
H 0.5162 -0.2965 1.5881  0.2162
H -1.8385 -0.8303 0.9282  0.5013
H 2.1952 -1.8400 0.3583  0.4542
H 1.1831 -2.7086 -0.3789  0.4728
O 2.0972 -2.3874 -0.4328  -0.9025

Calculated values
**Spin multiplicity**: 2
**Charge**: +1
**Molar mass**: 79.10 g/mol
**Expectation value of S²**: 0.75
**Orbital gap (spin up / spin down)**: 11.5 / 6.3 eV
**E_HOMO (spin up / spin down)**: -15.24 / -15.18 eV



Most stable structure - x; separation to the second - 0.0697 hartree.



w:
Here is the ion C4H8NO2S with charge -1 from the OMol25 dataset. Energies are from ωB97M-V/def2-TZVPD.

Last column: natural (NBO) charge in e.
Atoms and positions in Å:
O -1.6265 -0.0057 -3.0597  -0.6444
C -0.7146 0.0304 -2.2175  0.5311
N -0.8526 -0.2801 -0.8639  -0.6465
C -0.1355 0.2645 0.2791  -0.0685
C -0.9173 0.4106 1.5877  -0.5103
S 0.0632 1.5041 2.8484  -0.7266
C 1.2073 -0.6484 0.4775  -0.0809
O 1.9877 -0.3679 -0.6304  -0.7565
H 0.3286 0.3091 -2.5427  0.1282
H -1.6456 -0.7369 -0.4386  0.3907
H 0.1576 1.2245 -0.1169  0.1889
H -1.1711 -0.5402 2.0271  0.1761
H -1.8278 0.8221 1.3341  0.1799
H 2.7001 0.2568 -0.5767  0.4772
H 0.9116 -1.7119 0.3357  0.1489
H 1.5348 -0.5310 1.5568  0.2129

Calculated values
**Spin multiplicity**: 1
**Charge**: -1
**Molar mass**: 134.18 g/mol
**SMILES string**: O=CN[C@H](CO)C[S-]
**Orbital gap**: 6.3 eV
**E_HOMO**: -2.93 eV



x:
Here is a cluster of 2 separate species, C4H8NO2S in total from the OMol25 dataset. Energies are from ωB97M-V/def2-TZVPD.

Last column: natural (NBO) charge in e.
Atoms and positions in Å:
C -0.4805 0.9948 -0.8066  -0.4555
C -0.5523 -0.3287 -0.0203  -0.2782
C -0.3565 0.9219 0.6463  -0.2397
C -1.9691 -1.0441 0.0363  -0.6184
N 2.2754 1.0549 0.8615  -0.9804
O 2.5945 -1.4404 0.6043  -0.9944
O 3.6669 -0.0170 -1.0477  -0.9673
S 2.4748 -0.1941 -0.1889  1.7834
H 0.4505 1.2798 -1.2691  0.2323
H -1.4490 1.4226 -1.3147  0.1912
H 0.2477 -1.0729 -0.1731  0.2452
H -0.8308 1.2938 1.5052  0.2006
H -2.0324 -1.7238 -0.8165  0.2025
H -2.9826 -0.5209 0.0548  0.1978
H -2.1639 -1.5895 1.0355  0.1993
H 1.1074 0.9637 0.8931  0.2814

Calculated values
**Spin multiplicity**: 1
**Charge**: -1
**Molar mass**: 134.18 g/mol
**Orbital gap (spin up / spin down)**: 7.2 / 6.9 eV
**E_HOMO (spin up / spin down)**: -3.89 / -3.70 eV



Most stable structure - w; separation to the second - 0.1763 hartree.



w:
Here is a cluster of 3 separate species, C4H12NO in total from the OMol25 dataset. Energies are from ωB97M-V/def2-TZVPD.

Last column: natural (NBO) charge in e.
Atoms and positions in Å:
C 1.4657 1.2453 1.3580  -0.7141
C 0.6928 0.6385 0.2586  0.0590
C 0.9931 -0.3541 -0.6362  0.0416
C 2.1560 -1.2933 -0.5563  -0.6970
O -1.5723 -0.9014 -1.0004  -0.7041
N -2.8551 0.7483 0.5191  -0.8534
H 0.8178 1.8138 2.0080  0.2650
H 2.1787 0.5835 1.8692  0.2856
H 2.0522 2.0797 0.9091  0.2889
H -0.4150 0.6991 0.2377  0.2506
H 0.1104 -0.6161 -1.2343  0.2863
H 3.0632 -0.6714 -0.4483  0.2660
H 2.0354 -2.1136 0.1369  0.2804
H 2.3148 -1.7362 -1.5521  0.2588
H -2.3180 -0.0549 0.2062  0.4058
H -2.2402 -1.4948 -1.3913  0.4858
H -3.5913 0.5397 1.1783  0.3936
H -3.0207 1.5781 -0.0281  0.4012

Calculated values
**Spin multiplicity**: 1
**Charge**: +1
**Molar mass**: 90.15 g/mol
**Orbital gap**: 4.7 eV
**E_HOMO**: -13.81 eV



x:
Here is a cluster of 2 separate species, C4H12NO in total from the OMol25 dataset. Energies are from ωB97M-V/def2-TZVPD.

Last column: natural (NBO) charge in e.
Atoms and positions in Å:
C 2.0946 0.2165 0.3772  -0.6007
C 1.1395 -0.7061 1.1611  -0.4255
C -0.2872 -0.2388 0.9556  -0.2318
C -1.4990 -1.6312 -0.6526  0.1388
N -0.8471 -0.5621 -0.4070  -0.4011
H 3.1327 -0.0599 0.5276  0.2447
H 1.8451 0.1266 -0.6820  0.1910
H 1.9202 1.2387 0.6963  0.2152
H 1.3076 -1.7641 0.9764  0.2259
H 1.2811 -0.5610 2.2351  0.2395
H -1.0759 -0.4783 1.6449  0.2349
H -0.3974 0.8509 0.9666  0.2276
H -1.2510 -2.5578 -0.1371  0.2340
H -2.1434 -1.6126 -1.5280  0.2319
H -0.5627 0.0927 -1.1367  0.4693
H -1.4645 2.8731 -2.3461  0.4923
H -1.5807 2.6438 -0.9143  0.4733
O -1.6119 2.1296 -1.7371  -0.9593

Calculated values
**Spin multiplicity**: 1
**Charge**: +1
**Molar mass**: 90.15 g/mol
**Orbital gap**: 10.3 eV
**E_HOMO**: -15.65 eV



Most stable structure - x; separation to the second - 0.2314 hartree.



w:
Here is a cluster of 2 separate species, C4H12NO in total from the OMol25 dataset. Energies are from ωB97M-V/def2-TZVPD.

Last column: natural (NBO) charge in e.
Atoms and positions in Å:
C 1.3851 -1.8541 -0.8287  -0.6262
C 1.3958 -0.5429 0.0196  -0.4181
C 0.0519 0.2080 0.0077  -0.2672
C -0.0060 2.5426 0.9042  0.1114
N 0.1501 1.6738 -0.0318  -0.3722
H 2.4955 -2.1617 -0.9729  0.2401
H 0.9726 -1.7534 -1.8574  0.2237
H 0.8703 -2.7288 -0.2975  0.2366
H 2.0919 0.2237 -0.3090  0.2057
H 1.7299 -0.7677 1.0603  0.2374
H -0.6985 0.0311 0.8245  0.2374
H -0.6611 -0.1245 -0.7508  0.2777
H -0.3500 2.2006 1.9146  0.2176
H -0.1635 3.6541 0.8898  0.2604
H 0.6174 2.0979 -0.8331  0.4312
H -3.3887 -0.5271 0.8168  0.4830
H -3.5939 -1.3219 -0.5297  0.4936
O -2.8989 -0.8499 -0.0266  -0.9722

Calculated values
**Spin multiplicity**: 1
**Charge**: +1
**Molar mass**: 90.15 g/mol
**Orbital gap**: 9.8 eV
**E_HOMO**: -15.01 eV



x:
Here is the ion C4H12NO with charge +1 from the OMol25 dataset. Energies are from ωB97M-V/def2-TZVPD.

Last column: natural (NBO) charge in e.
Atoms and positions in Å:
O -0.4143 0.7444 -1.9228  -0.7170
C -1.2822 0.4309 -0.8460  -0.0802
C -0.4843 0.1329 0.4374  -0.0666
N 0.4592 -1.0088 0.0724  -0.4948
C 1.1873 -1.6202 1.2128  -0.4256
C 0.3281 1.3389 0.8502  -0.6653
H -0.0342 1.6310 -1.8178  0.4855
H -1.8251 -0.4477 -1.1850  0.1972
H -1.9740 1.2440 -0.6252  0.2063
H -1.1619 -0.2420 1.1961  0.2347
H -0.0915 -1.7453 -0.3658  0.4351
H 1.1045 -0.6398 -0.6259  0.4477
H 0.4842 -2.0916 1.8994  0.2371
H 1.7882 -0.8815 1.7192  0.2378
H 1.8255 -2.4167 0.8379  0.2426
H -0.2795 2.2366 0.7215  0.2527
H 0.6973 1.3410 1.8813  0.2493
H 1.2464 1.4652 0.2579  0.2235

Calculated values
**Spin multiplicity**: 1
**Charge**: +1
**Molar mass**: 90.15 g/mol
**SMILES string**: C[NH2+][C@@H](C)CO
**Orbital gap**: 12.0 eV
**E_HOMO**: -15.15 eV



y:
Here is a cluster of 2 separate species, C4H12NO in total from the OMol25 dataset. Energies are from ωB97M-V/def2-TZVPD.

Last column: natural (NBO) charge in e.
Atoms and positions in Å:
C 2.5469 0.6976 -0.8731  -0.6061
C 1.5354 -0.4095 -1.1449  -0.4513
C 0.2138 -0.1255 -0.4564  -0.0982
C -0.9026 -0.7447 -0.7589  -0.1017
N -2.1279 -0.3196 -0.0320  -0.6987
H 2.2413 1.6219 -1.3939  0.2148
H 2.5263 1.0253 0.1667  0.2009
H 3.5814 0.4316 -1.0699  0.2402
H 1.3435 -0.4717 -2.2030  0.2305
H 1.9092 -1.3645 -0.7861  0.2378
H 0.2532 0.7201 0.2127  0.2182
H -1.0621 -1.4751 -1.5276  0.2353
H -2.7072 0.2928 -0.6019  0.4363
H -1.8261 0.1924 0.8188  0.4750
H -2.6913 -1.1021 0.2972  0.4381
H -1.7259 0.8074 3.0558  0.4966
H -0.2194 0.9317 2.8908  0.5104
O -1.0100 0.6051 2.4299  -0.9781

Calculated values
**Spin multiplicity**: 1
**Charge**: +1
**Molar mass**: 90.15 g/mol
**Orbital gap**: 11.1 eV
**E_HOMO**: -14.45 eV



Most stable structure - x; separation to the second - 0.0120 hartree.



w:
Here is a cluster of 2 separate species, C4H12NO in total from the OMol25 dataset. Energies are from ωB97M-V/def2-TZVPD.

Last column: natural (NBO) charge in e.
Atoms and positions in Å:
C 0.2085 0.2750 1.1699  -0.2147
N 1.1537 1.4020 0.8458  -0.5025
C 0.6232 1.8581 -0.5136  -0.2048
C 0.5134 0.5086 -1.2234  -0.4391
C 0.1560 -0.5147 -0.1453  -0.4319
H -0.7339 0.7742 1.3075  0.2171
H 0.4936 -0.3057 2.0418  0.2512
H 1.0951 2.1214 1.5713  0.4436
H 2.1265 1.1115 0.7573  0.4337
H -0.3366 2.3173 -0.3104  0.2237
H 1.3296 2.5383 -0.9646  0.2419
H 1.4791 0.3200 -1.6825  0.2298
H -0.1274 0.6083 -2.0952  0.2602
H -0.7848 -1.0549 -0.1752  0.2558
H 0.9059 -1.2893 -0.1181  0.2344
H -2.3486 -3.1529 -0.7240  0.4596
H -3.3566 -3.8043 0.2000  0.4779
O -2.3968 -3.7129 0.0588  -0.9360

Calculated values
**Spin multiplicity**: 1
**Charge**: +1
**Molar mass**: 90.15 g/mol
**Orbital gap**: 10.8 eV
**E_HOMO**: -14.17 eV



x:
Here is a cluster of 3 separate species, C4H12NO in total from the OMol25 dataset. Energies are from ωB97M-V/def2-TZVPD.

Last column: natural (NBO) charge in e.
Atoms and positions in Å:
C -1.8157 0.9819 -0.9073  -0.7135
C -0.6749 0.2613 -0.3485  0.0711
C 0.2042 -0.5739 -1.0261  0.0623
C 0.3527 -0.7515 -2.4686  -0.7079
O 1.5764 -0.5366 1.1868  -0.6948
N 0.0505 0.5885 2.9118  -0.8538
H -2.2040 1.7218 -0.2201  0.2664
H -1.6483 1.3866 -1.9075  0.2688
H -2.6288 0.2381 -1.0270  0.2947
H -0.5307 0.3581 0.7214  0.2432
H 0.9980 -1.0191 -0.4148  0.2723
H -0.6050 -0.5963 -2.9738  0.2613
H 1.0882 -0.0742 -2.9089  0.2939
H 0.6905 -1.7686 -2.6638  0.2656
H 0.6937 0.3056 2.1631  0.3972
H 2.4708 -0.8980 1.3232  0.4851
H 0.2977 1.3920 3.4747  0.3967
H -0.3434 -0.1885 3.4221  0.3914

Calculated values
**Spin multiplicity**: 1
**Charge**: +1
**Molar mass**: 90.15 g/mol
**Orbital gap**: 4.7 eV
**E_HOMO**: -13.80 eV



Most stable structure - w; separation to the second - 0.2534 hartree.



w:
Here is a cluster of 2 separate species, CH4FNS in total from the OMol25 dataset. Energies are from ωB97M-V/def2-TZVPD.

Last column: natural (NBO) charge in e.
Atoms and positions in Å:
C 0.2141 0.1513 0.1140  -0.4630
N -0.0467 -0.2480 -1.2271  -0.5833
F -2.4616 -0.1700 -1.5397  -0.6038
S 0.2229 -1.6633 -1.8120  0.4371
H 0.8634 1.0308 0.0842  0.2319
H -0.7394 0.4772 0.5445  0.2431
H 0.6576 -0.6240 0.7436  0.1959
H -1.5153 -0.0143 -1.6329  0.5421

Calculated values
**Spin multiplicity**: 1
**Molar mass**: 81.11 g/mol
**SMILES string**: CN=S.F
**Orbital gap**: 7.3 eV
**E_HOMO**: -9.19 eV



x:
Here is a cluster of 2 separate species, CH4FNS in total from the OMol25 dataset. Energies are from ωB97M-V/def2-TZVPD.

Last column: natural (NBO) charge in e.
Atoms and positions in Å:
C 0.4147 0.6857 -0.6597  -0.0940
H -2.2626 -0.6750 2.3180  0.5609
H 0.5536 -1.3432 -0.6493  0.3989
H 1.8650 -0.5371 -1.4507  0.3935
H 0.9841 1.5428 -1.0305  0.1817
N 0.9969 -0.4848 -0.9466  -0.7735
F -1.5581 -0.0723 2.2659  -0.5495
S -0.9937 0.8839 0.1530  -0.1181

Calculated values
**Spin multiplicity**: 1
**Molar mass**: 81.11 g/mol
**SMILES string**: NC=S.F
**Orbital gap**: 8.9 eV
**E_HOMO**: -7.99 eV



Most stable structure - x; separation to the second - 0.0427 hartree.